ORCA calculation (ωB97M-V with the def2-TZVPD basis set) on a molecular structure, C45H39F4N11NiO4.

**Energy above the lowest of the compared OMol25 structures with the same formula, charge and spin**: 130.0 kJ/mol
**Molar mass**: 932.56 g mol⁻¹
**Lowest unoccupied orbital energy (alpha / beta)**: -0.94 / -1.06 eV
**HOMO-LUMO gap (alpha / beta)**: 2.16 / 5.17 eV
**Net charge**: 0
**2S+1**: 3

Each line ends with the Mulliken charge.
Cartesian coordinates (Å):
Ni  -17.48932  -13.71667  12.04471  0.628
C  -15.51770  -5.63186  12.77015  -1.073
C  -14.77072  -6.78065  13.46560  -1.135
N  -15.01512  -8.08935  12.91749  0.419
C  -15.94729  -8.87593  13.60522  0.165
C  -16.21568  -10.16749  13.25957  -0.315
C  -17.41906  -10.89716  13.72921  -0.187
O  -17.75438  -10.75089  14.92977  -0.803
O  -17.97471  -11.67867  12.91269  -0.407
C  -15.26382  -10.88873  12.41094  0.473
O  -15.13222  -12.15158  12.44732  -0.341
C  -14.40641  -10.04694  11.61919  0.547
C  -13.71312  -10.51854  10.46973  -0.961
C  -12.79854  -9.73945  9.82156  0.419
F  -12.12508  -10.28663  8.77856  -0.403
C  -12.61222  -8.34155  10.07287  -1.573
C  -13.42270  -7.80310  11.10411  -0.374
C  -14.24981  -8.63051  11.90038  0.301
N  -11.74153  -7.50139  9.31536  0.697
C  -11.87782  -7.64766  7.89641  -0.633
C  -11.48380  -6.34631  7.23749  -0.978
N  -10.14283  -5.87459  7.77350  -0.255
C  -10.16923  -5.63217  9.28205  -0.685
C  -10.54878  -6.92187  9.91534  -0.597
H  -15.16055  -4.66283  13.19435  0.344
H  -16.62111  -5.71111  13.00755  0.321
H  -15.46638  -5.65214  11.64256  0.279
H  -15.04305  -6.79020  14.53534  0.447
H  -13.65473  -6.61931  13.43930  0.531
H  -16.41578  -8.36728  14.44999  0.474
H  -13.85359  -11.54531  10.08103  0.346
H  -13.35037  -6.71184  11.26576  0.415
H  -12.90260  -7.83930  7.63216  0.437
H  -11.25804  -8.44532  7.54050  0.435
H  -12.18506  -5.49051  7.43451  0.351
H  -11.35320  -6.51313  6.14582  0.442
H  -9.87583  -5.01675  7.27439  0.387
H  -9.45063  -6.58608  7.53723  0.428
H  -10.90300  -4.82225  9.40384  0.346
H  -9.17439  -5.23392  9.53841  0.366
H  -10.78240  -6.81610  10.96165  0.430
H  -9.71659  -7.68413  9.83125  0.219
C  -22.61713  -12.27876  10.97637  -1.281
N  -21.34717  -12.99598  10.97948  0.760
C  -20.12796  -12.57600  11.38848  -0.274
N  -19.32102  -13.63849  11.44695  -0.115
C  -20.10574  -14.71570  11.16277  -0.425
N  -21.35546  -14.34645  10.85657  -0.868
C  -23.42960  -12.26232  12.24277  1.122
C  -24.51145  -11.36476  12.36490  -0.841
C  -25.31997  -11.30746  13.48573  -0.693
C  -25.09949  -12.21943  14.52862  -0.802
C  -24.03253  -13.10917  14.42445  0.001
C  -23.22449  -13.19665  13.27118  -0.217
C  -23.67807  -13.87604  15.59638  0.607
N  -24.22647  -13.76411  16.79536  -0.436
N  -23.54978  -14.64843  17.62080  -0.501
C  -22.58684  -15.20199  16.92512  0.543
O  -22.55987  -14.70572  15.62045  -0.173
C  -21.55120  -16.08199  17.37632  -0.250
C  -21.54137  -16.59765  18.64589  -0.404
C  -20.47608  -17.31544  19.18673  -0.861
C  -19.33509  -17.47937  18.38853  -0.620
C  -19.29520  -16.84578  17.13848  0.700
C  -17.93092  -16.65871  16.49108  -0.708
N  -17.93957  -15.55873  15.57768  0.636
C  -17.37912  -15.39908  14.32941  -0.289
N  -17.72615  -14.19545  13.89114  0.303
C  -18.40375  -13.58689  14.93089  -0.930
N  -18.66635  -14.44986  15.86287  -0.778
C  -20.44697  -16.32859  16.54269  -0.371
H  -23.15155  -12.79619  10.15486  0.269
H  -22.49136  -11.23258  10.64706  0.448
H  -19.91243  -11.53611  11.60833  0.604
H  -19.69707  -15.71143  11.09138  0.612
H  -24.62538  -10.66318  11.53166  0.388
H  -26.06981  -10.53813  13.62198  0.380
H  -25.68535  -12.20406  15.41969  0.554
H  -22.49036  -14.00091  13.14307  0.490
H  -22.46235  -16.47838  19.17555  0.497
H  -20.53661  -17.67340  20.18132  0.443
H  -18.47141  -18.10821  18.71280  0.371
H  -17.66604  -17.57514  15.97289  0.307
H  -17.15850  -16.55992  17.30258  0.358
H  -16.76332  -16.14291  13.83312  0.403
H  -18.70487  -12.56258  14.93088  0.823
H  -20.48991  -16.09713  15.49411  0.631
F  -17.33011  -11.80830  10.08767  -0.236
C  -16.86569  -13.10847  10.20152  0.678
F  -17.56081  -13.91826  9.29335  -0.330
F  -15.51103  -13.18259  9.95963  -0.140
C  -15.93041  -14.61510  12.17949  -2.520
C  -14.81645  -15.10971  12.52647  2.370
C  -13.49865  -15.31332  12.98367  0.073
C  -12.59054  -14.22798  13.12806  -0.164
C  -11.42924  -14.32609  13.86647  -0.707
C  -11.07699  -15.55086  14.45931  -0.307
C  -11.86339  -16.66200  14.22659  -0.477
C  -13.07714  -16.55519  13.56470  -0.652
H  -12.90729  -13.30274  12.70476  0.620
H  -10.79685  -13.47747  14.01716  0.413
H  -10.19265  -15.71252  15.07535  0.343
H  -11.50651  -17.63341  14.63298  0.302
H  -13.68932  -17.43156  13.43046  0.395

ORCA calculation (ωB97M-V with the def2-TZVPD basis set) on 2 unconnected molecules or ions with the total composition C3H9ClS2.

**Energy above the lowest of the compared OMol25 structures with the same formula, charge and spin**: 22.1 kJ/mol
**Molar mass**: 144.69 g mol⁻¹
**Lowest unoccupied orbital energy**: 0.58 eV
**HOMO-LUMO gap**: 9.06 eV
**Net charge**: 0

Each line ends with the Mulliken charge.
Cartesian coordinates (Å):
C  -1.17898  1.83647  -0.17163  -0.859
S  0.49735  1.37720  -0.59572  -0.035
C  0.00570  -0.27650  -0.45060  -0.524
S  1.32463  -1.40467  -0.90085  -0.053
C  2.41928  -0.98219  0.46232  -0.703
H  -1.10345  2.95530  0.00744  0.305
H  -1.87918  1.79226  -1.09648  0.286
H  -1.65323  1.68644  0.88525  0.296
H  -0.85919  -0.62131  -1.21786  0.181
H  -0.40291  -0.44351  0.53569  0.425
H  3.60633  -1.15885  0.19330  0.265
H  2.29450  0.04889  0.65243  0.237
H  2.03922  -1.56944  1.37411  0.240
Cl  -2.17677  -1.55291  -0.32074  -0.295
H  -2.93331  -1.68717  0.64333  0.235

E_tot values, unit eV, following the record order: -123783.4102, -37447.0890.